(1)
Here is 5 unconnected molecules or ions with the total composition H11O5 at a distorted geometry from OMol25. Energies are from ωB97M-V/def2-TZVPD.

ΔE to the lowest compared entry with this formula, charge and spin in kcal/mol: 56.6
Highest occupied orbital energy in eV: -14.6
Total charge: +1

```
16
H11O5 ωB97M-V/def2-TZVPD
O 0.02 0.58 0.76
H 0.87 0.88 0.43
H -0.02 -0.38 0.85
H -0.77 1.04 0.47
O -3.37 2.16 -0.41
H -3.42 3.12 -0.42
H -4.28 1.87 -0.52
O 2.92 -2.48 0.22
H 3.61 -2.89 0.73
H 3.02 -2.85 -0.66
O 2.76 2.26 -1.79
H 3.05 3.13 -2.06
H 2.73 1.76 -2.60
O -1.99 -2.70 1.69
H -2.50 -3.28 1.13
H -2.64 -2.21 2.19
```

Löwdin population analysis, charges in e, atoms 1 to 5:
1. O 0.3947
2. H 0.1850
3. H 0.1819
4. H 0.1782
5. O -0.0564


(2)
Here is 5 unconnected molecules or ions with the total composition H11O5 at a distorted geometry from OMol25. Energies are from ωB97M-V/def2-TZVPD.

ΔE to the lowest compared entry with this formula, charge and spin in kcal/mol: 18.0
Highest occupied orbital energy in eV: -15.3
Total charge: +1

```
16
H11O5 ωB97M-V/def2-TZVPD
O -1.81 -2.82 -0.16
H -2.65 -2.54 -0.49
H -1.87 -3.68 0.30
O 3.27 -0.50 -0.24
H 3.74 -0.36 0.58
H 3.88 -1.00 -0.80
O -1.12 0.73 -0.21
H -1.19 1.59 0.20
H -1.95 0.52 -0.64
O -1.02 3.52 0.35
H -1.29 4.44 0.25
H -1.02 3.38 1.28
O 0.80 -0.78 -0.12
H 0.44 -1.69 -0.10
H 1.82 -0.66 -0.04
H -0.05 -0.16 -0.16
```

Löwdin population analysis, charges in e, atoms 1 to 5:
1. O -0.0424
2. H 0.0350
3. H 0.0596
4. O 0.0280
5. H 0.0896


(3)
Here is 6 unconnected molecules or ions with the total composition H11O5S from OMol25. Energies are from ωB97M-V/def2-TZVPD.

ΔE to the lowest compared entry with this formula, charge and spin in kcal/mol: 16.7
Highest occupied orbital energy in eV: -4.6
Total charge: -1

```
17
H11O5S ωB97M-V/def2-TZVPD
S -1.17 0.34 -1.59
H -0.77 0.94 -0.47
H 0.39 -1.35 -0.78
H 1.82 -1.27 -0.65
O 1.12 -1.86 -0.37
H 0.34 -1.34 1.59
H -0.94 -0.87 2.05
O -0.05 -1.03 2.41
H -2.30 -0.95 -0.03
H -2.00 -2.36 0.10
O -2.64 -1.73 0.45
H -0.48 2.77 0.79
H 0.50 1.80 0.09
O 0.45 2.64 0.55
H 1.39 0.91 -1.65
H 2.08 2.15 -1.17
O 2.25 1.21 -1.33
```

Löwdin population analysis, charges in e, atoms 1 to 5:
1. S 0.1183
2. H -0.3857
3. H -0.0766
4. H 0.0139
5. O -0.1119


(4)
Here is 6 unconnected molecules or ions with the total composition H11O6 from OMol25. Energies are from ωB97M-V/def2-TZVPD.

ΔE to the lowest compared entry with this formula, charge and spin in kcal/mol: 12.2
Highest occupied orbital energy in eV: -5.6
Total charge: -1

```
17
H11O6 ωB97M-V/def2-TZVPD
O -0.53 -0.78 -0.98
H -1.18 -1.49 -0.94
O -2.70 1.04 -0.92
H -2.31 1.34 -1.75
H -2.08 0.31 -0.72
O 0.03 0.99 -2.80
H 0.34 1.69 -2.21
H -0.14 0.24 -2.14
O -0.16 -0.42 1.51
H -0.32 -0.52 0.46
H -0.01 0.53 1.56
O 5.07 1.10 0.28
H 5.05 0.39 -0.36
H 4.16 1.12 0.64
O -1.78 -1.94 3.18
H -2.34 -2.18 2.43
H -1.08 -1.40 2.75
```

Löwdin population analysis, charges in e, atoms 1 to 5:
1. O -0.3802
2. H -0.0301
3. O -0.1195
4. H 0.0072
5. H -0.0138


(5)
Here is 6 unconnected molecules or ions with the total composition H11O6 at a distorted geometry from OMol25. Energies are from ωB97M-V/def2-TZVPD.

ΔE to the lowest compared entry with this formula, charge and spin in kcal/mol: 25.6
Highest occupied orbital energy in eV: -5.3
Total charge: -1

```
17
H11O6 ωB97M-V/def2-TZVPD
O 0.51 0.49 -0.37
H 0.17 1.05 0.45
O 1.29 2.35 -2.71
H 1.92 2.86 -2.24
H 0.84 1.72 -2.07
O 3.18 0.52 -0.12
H 3.23 1.31 -0.77
H 2.15 0.55 -0.11
O -2.75 0.18 3.01
H -2.58 0.78 2.30
H -2.37 -0.68 2.67
O -1.46 -1.84 1.56
H -1.28 -1.53 0.67
H -0.58 -1.88 1.99
O -0.88 -1.81 -1.36
H -0.34 -2.24 -1.93
H -0.27 -0.99 -1.03
```

Löwdin population analysis, charges in e, atoms 1 to 5:
1. O -0.4759
2. H -0.0080
3. O -0.1042
4. H -0.0139
5. H 0.0214


(6)
Here is a molecular structure, H12IO6 at a distorted geometry from OMol25. Energies are from ωB97M-V/def2-TZVPD.

ΔE to the lowest compared entry with this formula, charge and spin in kcal/mol: 103.0
Highest occupied orbital energy in eV: -5.6
Total charge: -1

```
19
H12IO6 ωB97M-V/def2-TZVPD
I 0.45 0.85 -0.45
O 2.82 1.48 1.29
H 2.19 1.19 0.63
H 3.17 2.30 0.95
O -1.83 -0.22 -2.00
H -1.97 -1.11 -1.70
H -0.94 -0.01 -1.69
O -1.22 -1.14 0.65
H -0.67 -0.40 0.38
H -1.12 -1.17 1.61
O -2.10 2.00 0.12
H -2.26 2.42 -0.72
H -1.22 1.62 0.04
O 1.10 -0.99 1.84
H 0.92 -0.43 1.09
H 0.24 -1.22 2.19
O 0.68 -2.06 -1.28
H 1.33 -1.92 -1.97
H 0.44 -1.18 -0.98
```

Löwdin population analysis, charges in e, atoms 1 to 5:
1. I 1.1835
2. O -0.1608
3. H -0.2452
4. H 0.0094
5. O -0.1479


The HOMO-LUMO gap results, record by record, are as follows: 10.4 12.3 8.3 8.9 9.2 8.7 eV.
The LUMO results, record by record, are as follows: -4.126 -2.924 3.702 3.256 3.863 3.110 eV.